Entry 1:
C7H15B | wB97M-V/def2-TZVPD

CARTESIAN COORDINATES (ANGSTROEM)
H -1.99 -1.36 2.06
C 0.52 -0.56 -1.48
H 2.55 0.16 -0.95
H -1.29 0.42 2.80
C -1.80 0.23 -1.02
C 0.99 1.55 0.80
H 0.61 0.44 -1.92
H 2.31 -1.55 -0.31
H 1.75 -0.25 1.67
H 0.76 2.11 -0.23
C 1.78 -0.57 -0.59
H -1.50 1.28 -1.33
C -0.75 -0.75 -0.62
C -0.18 -0.74 0.82
C 1.15 -0.03 0.73
H 0.13 1.96 1.26
H 1.88 1.98 1.29
H 0.09 -1.76 0.92
H 0.52 -1.46 -2.20
H -2.28 -0.19 -1.93
B -1.26 -0.43 1.97
H -1.18 -1.72 -0.99
H -2.66 0.12 -0.31

Calculated total energy in eV: -8176.4041
Charge: 0
SMILES: B[C@@H]1[C@H](C)CC[C@@H]1C
HOMO-LUMO gap in eV: 10.952
HOMO level in eV: -10.55
ΔE to the lowest compared entry with this formula, charge and spin in kJ/mol: 252.4

natural (NBO) population analysis, charges in e, atoms 1 to 2:
1 H -0.0977
2 C -0.4188

Entry 2:
HN2O3S | wB97M-V/def2-TZVPD

CARTESIAN COORDINATES (ANGSTROEM)
S -1.44 1.88 0.97
H -0.56 -0.24 -0.06
N 2.36 -0.45 -0.93
O -2.46 1.92 2.04
O 0.62 -1.65 -1.56
N 1.35 -0.94 -0.97
O 0.13 -0.51 0.52

Calculated total energy in eV: -19969.8650
Charge: -1
HOMO-LUMO gap (alpha / beta) in eV: 6.560 / 6.592
HOMO level (alpha / beta) in eV: -4.12 / -4.10
ΔE to the lowest compared entry with this formula, charge and spin in kJ/mol: 622.6

natural (NBO) population analysis, charges in e, atoms 1 to 2:
1 S 0.6750
2 H 0.4031

Entry 3:
C4H6FN2O | wB97M-V/def2-TZVPD

CARTESIAN COORDINATES (ANGSTROEM)
H -1.89 -1.37 -0.34
H -0.59 -1.12 -1.50
N 3.11 2.37 0.00
C 0.11 -1.56 0.49
F -2.04 1.10 -0.95
N 0.28 1.11 -0.69
C -0.89 0.55 -0.25
H 1.06 -1.12 0.26
H 0.14 -2.64 0.43
O 0.80 1.95 0.46
C -0.89 -0.95 -0.48
H -1.03 0.73 0.82
H -0.15 -1.22 1.49
C 1.99 2.17 0.25

Calculated total energy in eV: -11988.8273
Charge: -1
SMILES: CC[C@H](F)[N-]OC#N
HOMO-LUMO gap in eV: 7.454
HOMO level in eV: -3.35

natural (NBO) population analysis, charges in e, atoms 1 to 2:
1 H 0.1800
2 H 0.1999